Entry 1:
ORCA calculation (ωB97M-V with the def2-TZVPD basis set) on 7 unconnected molecules or ions with the total composition C40H69BF2N2O19P at a distorted geometry.

Values from the calculation:
Gap between HOMO and LUMO: 6.371 eV
HOMO energy: -10.936 eV
Net charge: +1

```
134
Properties=species:S:1:pos:R:3:lowdin_charge:R:1
C 3.38 1.81 -2.35 -0.091
C 2.27 0.69 -2.52 -0.123
B 1.98 -0.15 -1.16 -0.440
O 2.57 0.17 0.07 0.180
N 0.97 -1.30 -1.31 0.166
C 1.36 -2.53 -1.85 -0.050
C 2.86 -2.77 -2.27 -0.044
C 3.73 -3.07 -0.94 -0.161
O 4.74 -4.06 -1.19 -0.059
C 5.87 -3.32 -1.66 -0.254
O 6.19 -3.52 -2.80 0.109
C 0.38 -3.65 -2.04 -0.033
C 0.79 -5.03 -2.69 -0.068
C 1.42 -5.88 -1.50 -0.187
O 0.81 -6.01 -0.46 0.047
C -1.04 -3.41 -1.60 -0.074
C -2.16 -4.52 -1.71 -0.031
C -1.41 -2.06 -1.01 -0.144
P -3.17 -1.64 -0.41 0.947
C -4.09 -1.18 -2.01 -0.225
O -3.90 -2.97 0.32 -0.300
C -0.34 -1.05 -0.88 -0.138
N -0.58 0.27 -0.31 0.134
C -1.49 1.07 -1.10 -0.426
O -1.29 1.40 -2.22 0.198
F -2.68 1.53 -0.54 0.072
C -0.92 0.24 1.10 -0.430
O -1.15 1.18 1.77 0.221
F -0.93 -1.01 1.73 0.081
H 3.01 2.73 -2.90 0.089
H 3.64 2.02 -1.29 0.076
H 4.29 1.48 -2.93 0.082
H 2.57 -0.03 -3.34 0.105
H 1.25 1.10 -2.81 0.111
H 2.56 -0.61 0.65 0.126
H 2.97 -3.70 -2.90 0.126
H 3.28 -1.93 -2.89 0.120
H 4.27 -2.10 -0.69 0.119
H 3.00 -3.36 -0.13 0.143
H 6.39 -2.56 -1.02 0.173
H -0.08 -5.57 -3.14 0.120
H 1.53 -4.89 -3.54 0.125
H 2.41 -6.42 -1.63 0.152
H -2.44 -4.75 -0.63 0.106
H -3.03 -4.19 -2.34 0.089
H -1.77 -5.48 -2.13 0.080
H -4.12 -2.11 -2.64 0.041
H -5.12 -0.78 -1.80 0.070
H -3.49 -0.35 -2.47 0.048
H -4.52 -3.32 -0.35 0.064
O -7.32 5.62 -1.37 0.104
C -6.12 5.66 -1.35 -0.528
O -5.40 4.62 -1.82 -0.003
C -3.98 4.64 -2.01 -0.219
C -3.26 4.28 -0.72 -0.064
C -5.39 6.81 -0.71 0.013
H -3.66 5.60 -2.42 0.099
H -3.76 3.89 -2.76 0.121
H -3.47 5.00 0.07 0.075
H -2.18 4.25 -0.89 0.084
H -3.60 3.31 -0.36 0.059
H -5.35 6.65 0.37 0.097
H -5.96 7.73 -0.91 0.094
H -4.39 6.98 -1.09 0.070
O -1.66 7.56 -3.37 0.093
C -2.15 7.76 -4.45 -0.530
O -3.36 7.25 -4.74 -0.014
C -4.12 7.57 -5.92 -0.226
C -3.70 6.70 -7.09 -0.065
C -1.39 8.50 -5.52 0.011
H -4.06 8.64 -6.14 0.117
H -5.16 7.36 -5.67 0.125
H -2.66 6.86 -7.36 0.068
H -4.32 6.92 -7.96 0.085
H -3.81 5.65 -6.84 0.083
H -0.72 7.80 -6.03 0.098
H -0.81 9.29 -5.05 0.095
H -2.03 8.99 -6.26 0.072
O 5.34 -5.72 -6.03 0.086
C 6.54 -5.73 -5.98 -0.525
O 7.23 -6.78 -6.46 0.002
C 8.65 -6.81 -6.62 -0.230
C 9.34 -7.21 -5.33 -0.065
C 7.29 -4.60 -5.32 -0.003
H 9.02 -5.87 -7.02 0.115
H 8.85 -7.57 -7.38 0.125
H 9.15 -6.49 -4.54 0.066
H 10.42 -7.28 -5.48 0.084
H 8.97 -8.17 -4.98 0.085
H 7.31 -4.78 -4.25 0.068
H 6.77 -3.67 -5.52 0.089
H 8.31 -4.47 -5.69 0.074
O 2.46 -9.55 4.47 0.111
C 1.69 -8.65 4.26 -0.527
O 1.93 -7.79 3.24 -0.004
C 0.99 -6.81 2.78 -0.239
C 1.09 -5.54 3.60 -0.063
C 0.52 -8.41 5.16 0.010
H -0.02 -7.21 2.76 0.117
H 1.26 -6.59 1.75 0.087
H 0.85 -5.71 4.65 0.071
H 0.41 -4.77 3.22 0.074
H 2.11 -5.15 3.58 0.081
H 0.85 -7.83 6.03 0.099
H 0.14 -9.37 5.49 0.094
H -0.32 -7.90 4.68 0.068
O -3.24 -0.95 8.08 0.101
C -3.23 -0.10 7.23 -0.521
O -2.44 -0.25 6.14 -0.004
C -2.48 0.60 4.99 -0.238
C -1.62 1.83 5.19 -0.060
C -4.01 1.18 7.40 0.011
H -3.51 0.85 4.73 0.116
H -2.09 0.01 4.16 0.098
H -1.97 2.44 6.02 0.052
H -1.62 2.44 4.28 0.071
H -0.59 1.54 5.42 0.088
H -3.43 1.87 8.01 0.067
H -4.94 0.94 7.91 0.095
H -4.28 1.66 6.46 0.072
O -2.41 3.74 8.16 0.087
C -1.97 4.85 7.98 -0.507
O -0.89 5.02 7.20 -0.001
C -0.40 6.30 6.76 -0.231
C 0.52 6.91 7.80 -0.064
C -2.55 6.04 8.70 0.017
H -1.23 6.96 6.49 0.115
H 0.16 6.11 5.85 0.122
H 0.00 7.09 8.74 0.069
H 0.93 7.85 7.44 0.084
H 1.34 6.23 8.02 0.086
H -2.12 6.10 9.70 0.102
H -3.63 5.89 8.78 0.096
H -2.41 6.98 8.17 0.071
```

Entry 2:
ORCA calculation (ωB97M-V with the def2-TZVPD basis set) on 2 unconnected molecules or ions with the total composition C4H10S2 at a distorted geometry.

Values from the calculation:
Gap between HOMO and LUMO: 9.484 eV
SMILES string: C=CC.CSS
HOMO energy: -9.057 eV
ΔE to the lowest compared entry with this formula, charge and spin: 48.3 kcal/mol

```
16
Properties=species:S:1:pos:R:3:lowdin_charge:R:1
C 1.91 1.92 0.33 -0.037
C 1.43 1.36 1.45 -0.232
C 1.61 -0.15 1.68 -0.113
H 2.15 2.98 0.37 0.047
H 2.24 1.36 -0.53 0.052
H 0.75 1.87 2.13 0.095
H 0.73 -0.72 1.96 0.058
H 2.11 -0.49 0.77 0.065
H 2.26 -0.23 2.55 0.068
C -2.45 -2.15 -1.28 -0.462
S -3.20 -0.59 -1.91 0.352
S -1.72 0.81 -1.52 0.245
H -3.01 -2.29 -0.37 0.015
H -1.39 -2.02 -1.08 0.015
H -2.48 -2.96 -2.00 0.022
H -0.95 1.29 -2.54 -0.190
```

Entry 3:
ORCA calculation (ωB97M-V with the def2-TZVPD basis set) on a molecular structure, C32H29N10OPSn.

Values from the calculation:
Gap between HOMO and LUMO: 6.283 eV
HOMO energy: -11.513 eV
Net charge: +2
ΔE to the lowest compared entry with this formula, charge and spin: 10.3 kcal/mol

```
74
Properties=species:S:1:pos:R:3:lowdin_charge:R:1
Sn -2.38 1.63 1.42 1.367
C -5.07 0.27 -3.69 -0.005
N -4.44 0.10 -2.39 -0.112
C -4.23 -1.11 -1.80 -0.019
C -3.59 -0.86 -0.62 -0.099
N -3.42 0.49 -0.47 -0.051
C -3.94 1.05 -1.56 -0.436
P -4.04 2.83 -1.97 1.190
C -4.79 3.41 -0.43 -0.470
N -4.38 3.11 0.79 -0.086
C -5.22 3.74 1.66 -0.115
C -6.15 4.44 0.94 -0.025
N -5.88 4.22 -0.37 -0.117
C -6.63 4.78 -1.49 -0.009
C -2.31 3.25 -1.59 -0.436
N -1.60 2.91 -0.51 -0.050
C -0.36 3.47 -0.67 -0.100
C -0.32 4.16 -1.84 -0.021
N -1.55 4.01 -2.41 -0.112
C -1.92 4.58 -3.71 -0.004
H -6.04 -0.22 -3.70 0.107
H -4.44 -0.17 -4.47 0.107
H -5.21 1.32 -3.91 0.058
H -4.54 -2.04 -2.25 0.140
H -3.26 -1.57 0.12 0.080
H -5.10 3.67 2.72 0.113
H -6.97 5.06 1.26 0.135
H -7.44 5.38 -1.10 0.101
H -7.05 3.99 -2.11 0.094
H -5.99 5.42 -2.10 0.095
H 0.42 3.35 0.06 0.082
H 0.47 4.73 -2.30 0.140
H -1.73 5.65 -3.71 0.107
H -2.97 4.40 -3.91 0.059
H -1.32 4.12 -4.50 0.107
C 9.49 -6.02 0.60 -0.057
O 8.15 -6.45 0.47 -0.054
C 7.17 -5.54 0.55 -0.276
C 7.38 -4.16 0.60 -0.004
C 6.31 -3.30 0.72 -0.022
C 5.00 -3.79 0.77 -0.164
C 4.80 -5.17 0.67 -0.010
C 5.86 -6.03 0.55 0.022
C 3.86 -2.92 0.96 -0.233
N 2.60 -3.33 1.06 0.193
C 1.86 -2.21 1.26 -0.172
C 2.66 -1.08 1.28 -0.124
N 3.93 -1.55 1.10 0.191
C 2.15 0.22 1.55 -0.057
C 2.92 1.37 1.77 0.030
C 2.30 2.54 2.13 -0.026
C 0.90 2.57 2.20 -0.161
N 0.15 1.52 1.95 -0.020
C 0.74 0.33 1.68 -0.148
C -0.10 -0.84 1.66 -0.150
N -1.42 -0.68 1.91 -0.028
C -2.17 -1.75 2.10 -0.165
C -1.69 -3.06 1.99 -0.020
C -0.37 -3.25 1.64 0.046
C 0.46 -2.12 1.49 -0.058
H 10.09 -6.92 0.69 0.099
H 9.62 -5.41 1.50 0.098
H 9.82 -5.45 -0.27 0.100
H 8.38 -3.75 0.55 0.109
H 6.50 -2.23 0.75 0.106
H 3.78 -5.55 0.68 0.114
H 5.72 -7.10 0.47 0.129
H 4.77 -1.01 1.06 0.153
H 3.99 1.34 1.68 0.125
H 2.87 3.43 2.35 0.121
H 0.38 3.48 2.46 0.123
H -3.21 -1.57 2.37 0.122
H -2.35 -3.90 2.17 0.121
H 0.06 -4.23 1.52 0.132
```